Entry 1:
Molecular formula: C2H4N6
Method: DFT, ωB97M-V with the def2-TZVPD basis set

Last column: Löwdin charge in e.
CARTESIAN COORDINATES (ANGSTROEM)
1 C -0.830 -1.856 0.537  -0.099
2 C 0.794 -0.041 -0.443  -0.380
3 H -0.524 2.256 -0.347  0.130
4 H 0.134 1.896 1.282  0.123
5 H -1.573 -2.626 0.687  0.093
6 H 1.130 1.703 -1.207  0.017
7 N -0.631 1.653 0.577  0.048
8 N -0.493 0.341 0.129  -0.212
9 N -1.312 -0.630 0.549  0.085
10 N 0.513 -2.117 -0.043  0.003
11 N 1.215 -1.374 -0.638  0.069
12 N 1.579 0.794 -1.083  0.124

Values from the calculation:
**Energy relative to the best compared isomer or geometry (same formula, charge and spin)**: 4.000 eV
**Frontier orbital gap**: 8.39 eV
**E_tot**: -406.969919 Ha
**E_HOMO**: -0.3278 hartree

Entry 2:
Molecular formula: C4H9NO2
Method: DFT, ωB97M-V with the def2-TZVPD basis set

Last column: Löwdin charge in e.
CARTESIAN COORDINATES (ANGSTROEM)
1 C 0.078 -0.679 -1.012  -0.119
2 C -0.528 -0.089 0.048  -0.327
3 C 1.343 -1.454 -0.956  -0.116
4 C -1.895 0.466 0.125  -0.022
5 N 0.219 0.128 1.180  -0.076
6 O 1.183 2.124 1.130  -0.013
7 O 0.277 1.218 1.860  -0.108
8 H -0.627 -0.863 -1.821  0.101
9 H 1.869 -1.266 -1.995  0.107
10 H 1.308 -2.574 -0.899  0.085
11 H 2.024 -1.127 -0.160  0.056
12 H -1.939 1.336 0.732  0.068
13 H -2.621 -0.110 0.634  0.077
14 H -2.262 0.654 -0.848  0.074
15 H 1.098 -0.371 1.298  0.134
16 H 0.473 2.609 0.684  0.081

Values from the calculation:
**Energy relative to the best compared isomer or geometry (same formula, charge and spin)**: 6.282 eV
**Frontier orbital gap**: 9.21 eV
**E_tot**: -362.854684 Ha
**E_HOMO**: -0.3047 hartree

Entry 3:
Molecular formula: C43H42As2N7O6Rb
Method: DFT, ωB97M-V with the def2-TZVPD basis set

Last column: Löwdin charge in e.
CARTESIAN COORDINATES (ANGSTROEM)
1 Rb -0.487 2.090 -0.065  0.951
2 O -1.604 1.555 2.264  -0.338
3 C -2.535 2.365 2.587  -0.418
4 C -2.481 3.091 3.817  -0.030
5 C -3.468 3.960 4.215  -0.135
6 C -4.588 4.186 3.411  -0.151
7 C -4.657 3.517 2.204  -0.095
8 C -3.686 2.617 1.758  -0.147
9 C -3.914 2.051 0.417  -0.140
10 N -3.188 1.215 -0.217  -0.055
11 N -3.708 0.912 -1.482  0.027
12 C -2.796 0.781 -2.413  -0.522
13 O -1.539 0.923 -2.365  -0.199
14 C -3.411 0.516 -3.776  -0.131
15 C -4.768 0.682 -4.036  -0.044
16 C -5.281 0.427 -5.298  -0.113
17 C -4.449 -0.004 -6.324  -0.133
18 C -3.095 -0.172 -6.074  -0.111
19 C -2.582 0.093 -4.811  -0.033
20 H -1.609 2.927 4.438  0.087
21 H -3.366 4.482 5.163  0.085
22 H -5.369 4.875 3.710  0.073
23 H -5.509 3.692 1.550  0.093
24 H -4.810 2.444 -0.085  0.105
25 H -5.401 1.010 -3.224  0.096
26 H -6.341 0.566 -5.482  0.086
27 H -4.854 -0.203 -7.310  0.082
28 H -2.433 -0.509 -6.865  0.087
29 H -1.527 -0.016 -4.601  0.097
30 C 2.650 -1.768 1.571  -0.467
31 C 1.422 -2.041 2.425  -0.448
32 As 0.067 -0.586 2.178  1.309
33 C -1.447 -1.698 1.593  -0.360
34 C -2.752 -1.291 1.860  -0.102
35 C -3.824 -2.026 1.382  -0.080
36 C -3.616 -3.166 0.618  -0.105
37 C -2.321 -3.574 0.341  -0.101
38 C -1.246 -2.843 0.831  -0.126
39 C -0.353 -0.488 4.088  -0.380
40 C -0.946 -1.535 4.784  -0.106
41 C -1.135 -1.452 6.158  -0.105
42 C -0.725 -0.321 6.850  -0.116
43 C -0.139 0.730 6.159  -0.098
44 C 0.037 0.649 4.784  -0.120
45 As 2.194 -1.684 -0.342  1.312
46 C 3.945 -1.095 -0.973  -0.393
47 C 4.627 -1.740 -2.002  -0.119
48 C 5.828 -1.234 -2.476  -0.107
49 C 6.359 -0.073 -1.932  -0.108
50 C 5.671 0.590 -0.927  -0.096
51 C 4.466 0.088 -0.457  -0.117
52 C 2.309 -3.598 -0.745  -0.399
53 C 1.247 -4.181 -1.426  -0.126
54 C 1.245 -5.543 -1.706  -0.093
55 C 2.312 -6.333 -1.311  -0.110
56 C 3.382 -5.759 -0.636  -0.100
57 C 3.379 -4.402 -0.355  -0.119
58 H 3.448 -2.501 1.732  0.058
59 H 3.059 -0.783 1.812  0.052
60 H 1.703 -2.013 3.483  0.059
61 H 0.995 -3.028 2.235  0.051
62 H -2.918 -0.375 2.407  0.094
63 H -4.831 -1.679 1.577  0.101
64 H -4.459 -3.720 0.222  0.090
65 H -2.139 -4.453 -0.267  0.090
66 H -0.241 -3.179 0.596  0.049
67 H -1.278 -2.418 4.248  0.102
68 H -1.608 -2.272 6.686  0.090
69 H -0.878 -0.253 7.920  0.088
70 H 0.163 1.628 6.686  0.096
71 H 0.456 1.487 4.240  0.093
72 H 4.222 -2.646 -2.438  0.093
73 H 6.349 -1.748 -3.276  0.091
74 H 7.292 0.328 -2.308  0.091
75 H 6.042 1.525 -0.531  0.101
76 H 3.919 0.661 0.285  0.104
77 H 0.410 -3.566 -1.739  0.099
78 H 0.406 -5.982 -2.233  0.097
79 H 2.312 -7.395 -1.526  0.092
80 H 4.221 -6.371 -0.328  0.094
81 H 4.221 -3.960 0.164  0.099
82 N 1.132 0.160 -2.993  0.042
83 N 1.560 1.062 -3.994  -0.016
84 C 2.463 2.033 -3.729  -0.415
85 N 2.931 2.686 -4.854  0.137
86 N 2.860 2.186 -2.485  0.076
87 N 3.777 3.142 -2.198  -0.069
88 O 2.044 3.311 0.394  -0.116
89 O 3.861 4.093 -2.952  -0.090
90 H 0.129 0.354 -2.855  0.026
91 H 1.606 0.463 -2.142  0.008
92 H 1.676 0.625 -4.898  0.131
93 H 2.256 2.689 -5.604  0.092
94 H 3.275 3.610 -4.629  0.058
95 C 1.768 4.749 2.504  -0.125
96 O 1.054 5.105 1.346  -0.087
97 C 1.232 4.241 0.245  -0.918
98 O 0.488 4.508 -0.706  -0.129
99 H 1.445 3.779 2.894  0.077
100 H 1.552 5.521 3.246  0.077
101 H 2.844 4.694 2.321  0.079

Values from the calculation:
**Energy relative to the best compared isomer or geometry (same formula, charge and spin)**: 0.141 eV
**Frontier orbital gap**: 5.52 eV
**E_tot**: -6994.134736 Ha
**Net charge**: -2
**E_HOMO**: -0.0631 hartree

Entry 4:
Molecular formula: C33H19N13Os
Method: DFT, ωB97M-V with the def2-TZVPD basis set

Last column: Mulliken spin population.
CARTESIAN COORDINATES (ANGSTROEM)
1 Os 0.227 -0.229 0.095  2.677
2 C -4.031 -5.048 1.484  0.019
3 C -3.569 -4.879 2.791  0.016
4 C -2.573 -3.957 3.093  0.047
5 C -2.067 -3.210 2.044  0.042
6 C -1.032 -2.189 2.003  0.116
7 N -0.911 -1.757 0.701  -0.067
8 C -1.771 -2.469 -0.109  0.109
9 N -1.884 -2.387 -1.419  -0.065
10 C -1.191 -1.572 -2.195  0.131
11 C -1.206 -1.604 -3.648  0.034
12 C -1.875 -2.424 -4.537  0.049
13 C -1.641 -2.212 -5.892  0.016
14 C -0.764 -1.220 -6.332  0.018
15 C -0.087 -0.401 -5.434  0.046
16 C -0.327 -0.610 -4.089  0.036
17 C 0.225 0.028 -2.903  0.124
18 N 1.117 1.002 -2.922  -0.064
19 C 1.730 1.488 -1.862  0.108
20 N 1.590 1.076 -0.553  -0.079
21 C 2.467 1.771 0.249  0.110
22 N 2.657 1.619 1.546  -0.067
23 C 2.016 0.751 2.308  0.141
24 N 0.992 -0.092 1.936  -0.077
25 C 0.603 -0.852 3.018  0.135
26 N -0.342 -1.775 3.050  -0.064
27 C 1.416 -0.463 4.160  0.021
28 C 1.431 -0.916 5.466  0.047
29 C 2.357 -0.334 6.326  0.016
30 C 3.233 0.660 5.886  0.017
31 C 3.217 1.110 4.569  0.045
32 C 2.293 0.531 3.719  0.025
33 C 3.187 2.720 -0.586  0.039
34 C 4.170 3.643 -0.280  0.045
35 C 4.676 4.401 -1.331  0.016
36 C 4.216 4.229 -2.637  0.018
37 C 3.233 3.293 -2.943  0.042
38 C 2.727 2.548 -1.894  0.054
39 N -0.345 -0.560 -1.797  -0.106
40 C -2.529 -3.381 0.736  0.052
41 C -3.514 -4.302 0.430  0.045
42 H -4.804 -5.778 1.289  0.001
43 H -3.994 -5.483 3.582  0.001
44 H -2.205 -3.829 4.102  0.003
45 H -2.552 -3.194 -4.193  0.003
46 H -2.146 -2.830 -6.622  0.001
47 H -0.607 -1.089 -7.394  0.001
48 H 0.596 0.366 -5.771  0.003
49 H 0.754 -1.689 5.801  0.003
50 H 2.403 -0.658 7.356  0.001
51 H 3.940 1.086 6.585  0.001
52 H 3.897 1.876 4.223  0.003
53 H 4.529 3.765 0.733  0.003
54 H 5.446 5.135 -1.135  0.001
55 H 4.638 4.834 -3.428  0.001
56 H 2.881 3.151 -3.955  0.002
57 H -3.863 -4.437 -0.584  0.003
58 N -2.804 4.396 -0.108  0.002
59 N -2.459 3.150 0.348  0.008
60 N -3.273 2.438 1.094  0.005
61 C -2.594 1.306 1.211  0.007
62 N -1.438 1.362 0.548  0.082
63 N -1.369 2.563 -0.019  -0.010
64 H -3.454 4.804 0.553  0.000
65 H -1.961 4.940 -0.241  0.000
66 H -2.944 0.457 1.774  0.005

Values from the calculation:
**Frontier orbital gap (alpha / beta)**: 5.16 / 6.37 eV
**Expectation value of S²**: 6.09
**E_tot**: -2070.992170 Ha
**Net charge**: +2
**E_HOMO (alpha / beta)**: -0.4566 / -0.5342 hartree
**Spin multiplicity**: 5

Entry 5:
Molecular formula: C13H18ClN2O4S
Method: DFT, ωB97M-V with the def2-TZVPD basis set

Last column: Löwdin charge in e.
CARTESIAN COORDINATES (ANGSTROEM)
1 C -4.228 -0.774 -3.206  -0.070
2 H -5.271 -0.968 -2.974  0.080
3 H -4.162 0.217 -3.646  0.066
4 H -3.891 -1.503 -3.937  0.084
5 C -3.393 -0.891 -1.936  -0.238
6 N -1.969 -0.872 -2.246  -0.184
7 C -1.105 -1.531 -1.309  -0.145
8 H -1.551 -2.475 -0.996  0.136
9 C -0.812 -0.673 -0.055  -0.123
10 N -0.234 0.614 -0.467  -0.125
11 H 0.667 0.471 -0.931  0.166
12 C -1.136 1.311 -1.404  -0.122
13 C -1.427 0.407 -2.620  -0.137
14 H -2.124 0.919 -3.282  0.128
15 H -0.497 0.240 -3.175  0.136
16 H -0.672 2.249 -1.710  0.133
17 H -2.055 1.538 -0.859  0.135
18 S 0.000 1.797 1.028  0.735
19 O -1.232 1.592 1.698  -0.244
20 O 0.314 3.017 0.382  -0.235
21 C 1.429 1.091 1.871  -0.267
22 C 2.217 0.062 1.411  0.009
23 C 3.306 -0.351 2.177  -0.095
24 C 3.597 0.281 3.383  0.038
25 C 2.813 1.331 3.828  -0.030
26 C 1.725 1.743 3.066  -0.616
27 Cl 0.712 3.048 3.496  0.837
28 H 3.037 1.837 4.754  0.127
29 H 4.444 -0.052 3.963  0.135
30 C 4.116 -1.485 1.629  -0.489
31 O 3.826 -2.040 0.601  0.124
32 O 5.153 -1.796 2.387  0.148
33 H 5.662 -2.533 2.009  0.154
34 H 2.053 -0.458 0.479  0.116
35 H -0.129 -1.193 0.616  0.130
36 H -1.735 -0.456 0.486  0.133
37 H -0.157 -1.757 -1.812  0.134
38 H -3.682 -0.101 -1.228  0.116
39 H -3.608 -1.854 -1.470  0.122

Values from the calculation:
**Frontier orbital gap**: 8.58 eV
**E_tot**: -1774.762102 Ha
**Net charge**: +1
**E_HOMO**: -0.4421 hartree

Entry 6:
Molecular formula: C4H11N3O2
Method: DFT, ωB97M-V with the def2-TZVPD basis set

Last column: Löwdin charge in e.
CARTESIAN COORDINATES (ANGSTROEM)
1 C 0.238 2.721 -0.700  -0.087
2 C -0.028 0.456 -1.542  -0.601
3 N -1.192 -0.058 -1.499  0.120
4 N 0.369 1.248 -0.441  -0.051
5 N 0.935 0.339 -2.529  0.130
6 H 1.684 -0.953 2.877  0.136
7 H -1.426 -0.697 -2.242  0.034
8 H -0.154 1.070 0.411  0.096
9 H 0.573 0.571 -3.435  0.089
10 H 1.894 0.447 -2.291  0.083
11 H 1.184 3.149 -0.409  0.065
12 H -0.659 3.080 -0.185  0.078
13 H -0.113 2.917 -1.715  0.075
14 C -0.828 -2.323 1.521  0.002
15 C -0.062 -1.687 2.586  -0.586
16 O 1.121 -1.212 2.110  0.064
17 O -0.379 -1.511 3.737  0.090
18 H -0.574 -1.870 0.567  0.067
19 H -1.907 -2.279 1.669  0.097
20 H -0.676 -3.407 1.507  0.100

Values from the calculation:
**Energy relative to the best compared isomer or geometry (same formula, charge and spin)**: 1.269 eV
**Frontier orbital gap**: 9.84 eV
**E_tot**: -473.756142 Ha
**E_HOMO**: -0.3344 hartree

What did we get for max |F|? Answer: 8.87, 4.07, 0.63, 0.31, 1.12, 1.80 eV/Å, in the order shown.